Computed, not measured: C26H28Cl2N2O as an isolated structure in a non-equilibrium geometry, with the ωB97M-V functional and the def2-TZVPD basis.

```
59
Properties=species:S:1:pos:R:3
O 0.852 0.475 2.543
C 1.994 0.194 1.906
N 3.224 0.811 2.235
C 4.159 0.122 1.509
C 5.498 0.076 1.524
C 6.200 -0.675 0.943
C 5.591 -1.671 0.237
C 4.272 -1.636 -0.195
C 3.496 -0.694 0.506
C 2.101 -0.696 0.647
C 1.503 -1.899 0.697
H 0.367 -2.032 0.588
H 1.949 -2.764 1.474
C 2.106 -2.761 -0.518
H 1.575 -2.470 -1.568
H 1.715 -3.927 -0.344
C 3.647 -2.956 -0.719
H 3.790 -2.810 -1.761
H 4.177 -3.605 -0.460
C 1.393 0.198 -0.381
C 2.044 1.496 -0.848
H 2.173 2.109 0.340
C 1.203 2.524 -1.560
H 1.744 3.300 -1.800
H 0.849 2.029 -2.729
C 0.102 2.994 -0.841
N -1.000 1.787 -0.598
C -1.615 2.279 0.665
C -2.946 1.228 0.957
C -3.385 0.525 -0.073
C -4.618 -0.134 -0.011
C -5.656 0.117 0.812
C -6.739 -0.570 1.129
C -6.958 -1.900 0.350
C -6.000 -2.245 -0.526
C -4.785 -1.213 -0.656
H -4.046 -1.739 -1.564
H -6.107 -3.066 -0.832
Cl -8.388 -2.675 0.593
H -7.649 -0.169 1.897
H -5.428 0.980 1.659
C -2.927 0.675 -1.272
C -2.079 1.846 -1.637
H -1.499 1.738 -2.594
H -2.772 2.817 -1.737
H -3.400 0.484 -2.298
H -2.034 -0.360 -1.588
H -3.147 1.094 1.882
H -0.900 1.929 1.366
H -2.086 3.233 0.939
H -0.369 3.891 -1.415
H 0.408 3.369 0.085
H 3.239 1.405 -1.355
H 0.441 0.237 -0.148
H 1.584 -0.499 -1.302
Cl 6.753 -2.559 -0.561
H 7.307 -0.597 0.896
H 5.850 0.937 2.433
H 3.222 1.422 3.080
```

Results
Energy, Ha: -2112.0012
2S+1: 1
HOMO-LUMO gap, eV: 8.5

The net atomic charges from Löwdin, expressed in e, are: -0.026, -0.246, 0.169, -0.181, -0.128, -0.222, -0.645, -0.100, -0.072, -0.480, -0.137, 0.165, 0.200, -0.156, 0.138, 0.152, -0.090, 0.113, -0.023, -0.115, -0.148, 0.186, -0.300, 0.046, 0.198, -0.189, -0.102, -0.120, 0.119, -0.340, -0.311, -0.109, -0.079, -0.748, -0.015, 0.025, 0.182, -0.028, 0.740, 0.167, 0.172, -0.247, -0.217, 0.115, 0.165, 0.144, 0.218, 0.040, 0.070, 0.116, 0.153, 0.087, 0.195, 0.047, 0.151, 0.773, 0.135, 0.204, 0.189

Computed, not measured: C21H54LiN3O13P as an isolated structure in a non-equilibrium geometry, with the ωB97M-V functional and the def2-TZVPD basis.

```
93
Properties=species:S:1:pos:R:3
C 1.221 4.986 1.373
N 2.342 4.654 2.400
C 3.739 5.089 1.990
C 1.992 5.323 3.686
C 2.525 3.130 2.684
C 1.434 2.368 3.418
O 1.644 1.089 3.525
H 1.009 5.999 1.228
H 0.434 4.557 1.623
H 1.369 4.317 0.539
H 3.750 6.114 1.834
H 4.190 4.743 1.197
H 4.395 5.075 2.921
H 2.282 4.812 4.524
H 0.874 5.729 3.715
H 2.666 6.348 3.709
H 3.319 3.129 3.322
H 2.832 2.742 1.657
H 0.370 2.579 3.003
H 1.248 2.799 4.395
H 1.414 0.764 2.598
C -3.503 -1.725 -0.192
N -4.001 -0.347 -0.570
C -3.309 -0.075 -1.830
C -5.437 -0.271 -0.870
C -3.669 0.659 0.592
C -3.556 2.164 0.230
O -3.004 2.761 1.384
H -2.464 -1.809 -0.061
H -3.827 -2.382 -1.263
H -3.988 -2.216 0.547
H -3.763 -0.629 -2.764
H -2.217 -0.204 -1.873
H -3.444 0.950 -2.183
H -5.966 -1.278 -1.297
H -5.522 0.696 -1.413
H -6.028 -0.232 0.083
H -2.687 0.442 0.690
H -4.253 0.247 1.416
H -4.412 2.620 -0.235
H -2.848 2.407 -0.589
H -2.057 2.597 1.200
C 3.198 0.131 -4.329
N 1.853 -0.198 -3.777
C 2.179 -0.977 -2.417
C 1.200 1.145 -3.491
C 1.093 -1.043 -4.706
C -0.250 -1.627 -4.129
O -1.092 -2.264 -5.087
H 2.984 0.622 -5.265
H 3.583 -0.850 -4.514
H 3.717 0.859 -3.717
H 2.966 -0.352 -1.933
H 2.599 -1.842 -2.780
H 1.444 -1.005 -1.685
H 1.058 1.657 -4.378
H 1.735 1.695 -2.877
H 0.096 1.206 -3.082
H 1.681 -2.103 -4.886
H 0.753 -0.642 -5.716
H -0.836 -0.747 -3.900
H -0.227 -2.464 -3.369
H -1.862 -2.680 -4.624
Li -0.045 -1.034 0.821
P 0.528 1.375 0.165
O -0.253 0.239 -0.439
O 1.076 0.348 1.259
O -0.446 2.302 0.813
O 1.595 1.829 -0.712
C -1.228 -4.430 -1.404
O 0.011 -4.902 -1.005
C 0.971 -4.018 -0.607
O 0.598 -3.005 -0.033
O 2.215 -4.461 -0.603
C 3.167 -3.860 0.273
H -1.211 -3.856 -2.332
H -1.786 -3.786 -0.859
H -1.890 -5.237 -1.653
H 3.124 -2.859 0.349
H 4.173 -4.122 0.002
H 2.912 -3.944 1.246
C 1.652 -2.324 3.395
O 0.706 -3.381 3.342
C -0.543 -3.104 3.026
O -0.939 -2.038 2.484
O -1.214 -4.091 3.398
C -2.677 -3.894 3.370
H 1.156 -1.499 2.722
H 2.605 -2.545 2.893
H 1.921 -1.732 4.343
H -3.256 -4.702 3.762
H -3.011 -3.526 2.372
H -2.921 -3.031 3.949
```

Results
Energy, Ha: -2323.3323
2S+1: 1
Energy relative to the best compared isomer or geometry (same formula, charge and spin), kcal per mole: 0.0
Net charge: +1
HOMO-LUMO gap, eV: 6.3

The net atomic charges from Löwdin, expressed in e, are: 0.060, -0.277, 0.005, -0.018, -0.058, -0.384, -0.058, 0.100, -0.010, 0.099, 0.073, 0.050, 0.140, 0.054, 0.156, 0.150, 0.088, 0.157, 0.141, 0.106, -0.018, 0.015, -0.355, -0.077, -0.034, -0.019, -0.240, -0.062, 0.060, 0.184, 0.050, 0.142, 0.080, 0.099, 0.162, 0.115, 0.112, 0.067, 0.149, 0.104, 0.124, 0.017, 0.007, -0.307, 0.078, 0.003, -0.110, -0.234, -0.092, 0.106, 0.100, 0.122, 0.127, 0.067, 0.048, 0.076, 0.014, 0.148, 0.190, 0.165, 0.097, 0.117, 0.105, 0.561, -0.124, -0.479, -0.463, -0.339, -0.337, -0.062, 0.043, -0.518, 0.083, 0.062, 0.005, 0.078, 0.027, 0.109, 0.056, 0.117, 0.055, -0.033, 0.020, -0.641, 0.020, 0.083, 0.034, 0.088, 0.081, 0.129, 0.094, 0.087, 0.089

Computed, not measured: one molecule with the formula C4H5NO2, with the ωB97M-V functional and the def2-TZVPD basis.

```
12
Properties=species:S:1:pos:R:3
N 2.396 -0.780 -1.237
C 1.296 -0.238 -0.685
C 0.292 0.246 -0.211
C -1.023 0.695 0.246
O -1.000 1.462 1.438
C -1.882 -0.550 0.495
O -2.585 -1.059 -0.337
H 2.870 -1.491 -0.698
H 3.020 -0.147 -1.717
H -1.509 1.274 -0.550
H -0.084 1.531 1.728
H -1.790 -0.943 1.529
```

Results
Energy, Ha: -360.5663
SMILES: NC#C[C@H](O)C=O
2S+1: 1
Energy relative to the best compared isomer or geometry (same formula, charge and spin), kcal per mole: 64.7
HOMO-LUMO gap, eV: 9.7

The net atomic charges from Löwdin, expressed in e, are: 0.065, -0.135, 0.024, -0.369, -0.028, -0.206, 0.073, 0.097, 0.097, 0.155, 0.092, 0.136

Computed, not measured: C28H32BHfN11OS6 as an isolated structure in a non-equilibrium geometry, with the ωB97M-V functional and the def2-TZVPD basis.

```
80
Properties=species:S:1:pos:R:3
Hf -1.265 -1.071 -0.380
C 1.534 1.624 -0.671
C 0.800 1.457 0.684
C 1.023 2.186 1.920
C 0.000 1.746 2.697
N -0.744 0.773 2.085
N -0.265 0.611 0.797
B -1.734 -0.136 2.872
N -3.066 -0.132 2.090
C -4.261 -0.208 2.663
C -5.217 -0.394 1.637
C -4.513 -0.324 0.458
C -5.019 -0.325 -0.916
N -3.192 -0.231 0.754
N -1.320 -1.596 2.774
C -1.445 -2.628 3.631
C -1.147 -3.785 2.972
C -0.843 -3.477 1.670
C -0.354 -4.527 0.738
N -0.964 -2.122 1.501
N -1.977 0.370 4.261
C -2.357 1.649 4.507
C -2.227 1.908 5.806
C -1.611 0.781 6.329
C -1.273 0.548 7.743
N -1.503 -0.197 5.400
H 1.424 2.644 -1.094
H 2.603 1.422 -0.491
H 1.171 0.906 -1.355
H 1.741 2.952 2.137
H -0.205 1.971 3.762
H -4.227 -0.071 3.700
H -6.279 -0.349 1.655
H -5.290 0.685 -1.127
H -4.299 -0.669 -1.643
H -5.967 -0.859 -1.001
H -1.778 -2.505 4.648
H -1.092 -4.788 3.371
H -0.772 -5.471 0.946
H -0.813 -4.446 -0.277
H 0.704 -4.420 0.568
H -2.682 2.285 3.698
H -2.478 2.796 6.302
H -0.205 0.385 7.889
H -1.647 1.360 8.359
H -1.787 -0.318 8.174
S -0.404 -3.254 -4.076
C -0.614 -2.648 -2.598
S -2.269 -2.784 -1.774
S 0.683 -1.852 -1.774
C -2.567 2.802 -3.307
N -2.114 1.497 -3.870
C -2.024 1.408 -5.336
C -1.660 0.541 -3.115
O -1.783 0.563 -1.856
H -3.419 3.224 -3.766
H -1.739 3.518 -3.500
H -2.703 2.744 -2.236
H -2.923 1.598 -5.953
H -1.689 0.432 -5.556
H -1.273 2.138 -5.696
H -1.168 -0.320 -3.596
S 5.673 -1.050 -5.747
C 4.535 -0.122 -5.089
S 3.035 0.314 -5.796
C 2.638 1.279 -4.377
N 3.531 1.066 -3.363
N 4.521 0.383 -3.779
C 5.747 0.213 -2.951
C 6.778 1.227 -2.876
C 7.801 1.060 -2.004
C 7.833 -0.058 -1.234
C 6.949 -1.102 -1.376
C 5.867 -1.002 -2.286
S 1.362 2.291 -4.222
H 6.642 2.103 -3.460
H 8.661 1.750 -1.936
H 8.718 -0.176 -0.600
H 7.089 -2.070 -0.816
H 5.102 -1.723 -2.321
```

Results
Energy, Ha: -4225.7094
⟨S²⟩: 0.795
2S+1: 2
Energy relative to the best compared isomer or geometry (same formula, charge and spin), kcal per mole: 47.3
Net charge: +1
HOMO-LUMO gap (spin up / spin down), eV: 7.5 / 6.2

The net atomic charges from Löwdin, expressed in e, are: 1.341, -0.045, -0.237, 0.027, -0.049, 0.030, -0.043, -0.703, -0.008, 0.000, 0.023, -0.333, -0.022, -0.007, 0.070, -0.008, -0.011, -0.306, -0.029, -0.049, -0.034, -0.125, -0.021, -0.332, -0.035, 0.148, 0.079, 0.088, -0.026, 0.112, 0.137, 0.115, 0.107, 0.083, 0.033, 0.099, 0.125, 0.126, 0.078, 0.037, 0.092, 0.141, 0.105, 0.084, 0.079, 0.085, 0.603, -1.761, 0.455, 0.479, 0.019, -0.126, -0.027, -0.298, -0.198, 0.081, 0.106, 0.087, 0.111, 0.074, 0.076, 0.118, 0.753, -1.128, 0.996, -1.133, 0.060, -0.167, -0.189, 0.000, -0.097, -0.105, -0.056, -0.019, 0.677, 0.108, 0.130, 0.118, 0.129, 0.103